{
  "formula": "C40H65CuN4O2P2Si4Te",
  "method": "wB97M-V/def2-TZVPD",
  "lumo_ev": -0.94,
  "fmax_ev_per_a": 0.8,
  "e_tot_ev": -154617.221,
  "e_homo_ev": -6.35,
  "e_above_lowest_kcal_mol": 0.0,
  "spin_multiplicity": 1,
  "symbols": ["Cu", "C", "P", "C", "N", "C", "C", "C", "C", "C", "C", "N", "C", "P", "C", "C", "C", "C", "C", "C", "C", "C", "C", "H", "H", "H", "H", "H", "H", "H", "H", "H", "H", "H", "H", "H", "H", "H", "H", "H", "H", "H", "H", "H", "H", "H", "H", "H", "H", "H", "H", "O", "C", "O", "C", "C", "C", "C", "C", "C", "N", "C", "C", "C", "C", "C", "C", "N", "H", "H", "H", "H", "H", "H", "H", "H", "H", "H", "C", "Si", "C", "C", "Si", "Te", "Si", "C", "C", "C", "Si", "C", "C", "C", "H", "H", "H", "H", "H", "H", "H", "H", "H", "H", "H", "H", "H", "H", "H", "H", "H", "H", "H", "H", "H", "H", "H", "H", "H", "H", "H"],
  "positions_angstrom": [[0.7685, -1.3823, -0.3268], [-1.5507, 0.0480, 2.3066], [-1.4050, -1.7764, 2.3259], [-0.1528, -1.9039, 3.6713], [-0.5335, -2.1274, 4.9021], [0.4161, -2.3520, 5.8464], [0.0312, -2.5981, 7.1837], [0.9862, -2.8480, 8.1262], [2.3573, -2.8678, 7.7786], [2.7505, -2.6323, 6.4931], [1.7775, -2.3645, 5.5043], [2.1645, -2.1051, 4.2286], [1.2465, -1.8514, 3.3378], [1.9264, -1.4307, 1.6569], [3.1258, -2.8034, 1.5187], [2.9592, 0.0849, 1.9766], [3.8320, 0.2610, 0.7278], [1.9866, 1.2612, 2.0824], [3.8610, 0.0553, 3.2083], [-3.0008, -2.3216, 3.1298], [-4.0102, -2.3278, 1.9723], [-3.5262, -1.4186, 4.2433], [-2.8464, -3.7543, 3.6407], [-1.6238, 0.4668, 3.3112], [-2.4193, 0.3268, 1.7188], [-0.6852, 0.4556, 1.7865], [-1.0230, -2.5824, 7.4234], [0.6969, -3.0356, 9.1513], [3.0953, -3.0696, 8.5426], [3.7909, -2.6364, 6.1993], [3.7732, -2.8718, 2.3929], [3.7203, -2.6670, 0.6157], [2.5624, -3.7320, 1.4162], [3.2554, 0.1496, -0.1937], [4.6542, -0.4553, 0.7112], [4.2634, 1.2642, 0.7283], [1.3680, 1.3519, 1.1874], [2.5466, 2.1901, 2.2080], [1.3251, 1.1542, 2.9452], [4.4910, -0.8337, 3.2393], [3.2927, 0.0962, 4.1360], [4.5126, 0.9314, 3.1720], [-4.1231, -1.3461, 1.5162], [-4.9882, -2.6358, 2.3500], [-3.7125, -3.0191, 1.1817], [-3.7681, -0.4253, 3.8647], [-2.8077, -1.3211, 5.0550], [-4.4482, -1.8447, 4.6480], [-2.4093, -4.4067, 2.8819], [-3.8326, -4.1559, 3.8841], [-2.2256, -3.8009, 4.5358], [6.6946, 1.4525, -5.0010], [5.7417, 1.8792, -4.1411], [5.7150, 3.0278, -3.7975], [4.7520, 0.8630, -3.6608], [3.6049, 1.3458, -3.0340], [2.6479, 0.4765, -2.5533], [2.8419, -0.8945, -2.6767], [3.9888, -1.3918, -3.2864], [4.9361, -0.5110, -3.7818], [1.8907, -1.7531, -2.0824], [1.5075, -2.7878, -2.7287], [0.5604, -3.7204, -2.1092], [0.1462, -4.8610, -2.7814], [-0.7481, -5.7117, -2.1517], [-1.1897, -5.3815, -0.8821], [-0.7277, -4.2130, -0.2903], [0.1310, -3.3940, -0.8811], [6.5281, 0.5414, -5.2696], [3.4838, 2.4135, -2.9287], [1.7366, 0.8251, -2.0810], [4.1673, -2.4580, -3.3306], [5.8370, -0.9304, -4.2157], [1.8371, -2.9986, -3.7471], [0.5140, -5.0663, -3.7767], [-1.0949, -6.6087, -2.6452], [-1.8914, -6.0074, -0.3493], [-1.0681, -3.9007, 0.6876], [-4.4127, 1.0305, -4.0390], [-2.7913, 1.9587, -4.2574], [-1.6867, 0.9858, -5.4305], [-3.1547, 3.6317, -5.0506], [-1.7415, 2.1543, -2.1718], [-1.3256, -0.2236, -1.5348], [-3.2360, 3.1287, -0.6489], [-4.1326, 4.6275, -1.3600], [-4.5682, 1.8871, -0.1790], [-2.3044, 3.6799, 0.8973], [0.0169, 3.6764, -2.4470], [1.2684, 3.6210, -1.0387], [-0.7081, 5.4180, -2.4589], [0.8691, 3.4488, -4.1147], [-4.9067, 0.8864, -5.0021], [-5.0973, 1.5743, -3.3878], [-4.2313, 0.0534, -3.5916], [-2.2487, 0.6799, -6.3156], [-1.3090, 0.0916, -4.9353], [-0.8366, 1.5819, -5.7605], [-3.6392, 3.4854, -6.0184], [-2.2393, 4.1988, -5.2228], [-3.8142, 4.2430, -4.4343], [-4.7495, 4.3399, -2.2122], [-3.4504, 5.4092, -1.6881], [-4.7946, 5.0539, -0.6032], [-5.2522, 1.7293, -1.0132], [-5.1497, 2.2436, 0.6741], [-4.1375, 0.9211, 0.0608], [-1.7118, 4.5730, 0.6956], [-1.6285, 2.9061, 1.2569], [-3.0038, 3.9192, 1.7018], [0.7719, 3.8431, -0.0935], [2.0518, 4.3660, -1.1914], [1.7452, 2.6476, -0.9311], [-1.0692, 5.7108, -1.4732], [-1.5388, 5.5024, -3.1594], [0.0576, 6.1361, -2.7600], [1.0403, 2.4034, -4.3640], [1.8244, 3.9754, -4.1486], [0.2368, 3.8728, -4.8967]]
}

=====

{
  "formula": "C40H66BN3O13",
  "method": "wB97M-V/def2-TZVPD",
  "lumo_ev": -0.37,
  "fmax_ev_per_a": 1.6,
  "e_tot_ev": -74313.459,
  "e_homo_ev": -8.66,
  "smiles": "CCCCNc1cc(OC[C@@H](C)O)cc2c1C(=O)c1c(CCCCOC(C)=O)cc(CB(O)O)c(O)c1C2=O.COCCNCCOC.COCCNCCOC",
  "e_above_lowest_kcal_mol": 0.0,
  "spin_multiplicity": 1,
  "symbols": ["C", "C", "C", "C", "N", "C", "C", "C", "O", "C", "C", "C", "O", "C", "C", "C", "C", "O", "C", "C", "C", "C", "C", "C", "O", "C", "C", "O", "C", "C", "C", "B", "O", "O", "C", "O", "C", "C", "O", "H", "H", "H", "H", "H", "H", "H", "H", "H", "H", "H", "H", "H", "H", "H", "H", "H", "H", "H", "H", "H", "H", "H", "H", "H", "H", "H", "H", "H", "H", "H", "H", "H", "H", "H", "H", "C", "O", "C", "C", "N", "C", "C", "O", "C", "H", "H", "H", "H", "H", "H", "H", "H", "H", "H", "H", "H", "H", "H", "H", "C", "O", "C", "C", "N", "C", "C", "O", "C", "H", "H", "H", "H", "H", "H", "H", "H", "H", "H", "H", "H", "H", "H", "H"],
  "positions_angstrom": [[4.8310, -3.3344, 1.9665], [3.7072, -2.5590, 1.2570], [3.4515, -1.2114, 2.0116], [3.6079, 0.0230, 1.1049], [2.4109, 0.1753, 0.2477], [1.5386, 1.2367, 0.6426], [1.2125, 1.4704, 1.9709], [0.3916, 2.5058, 2.3385], [0.0124, 2.8152, 3.6078], [0.5511, 1.9815, 4.6247], [-0.2069, 0.6474, 4.8113], [-1.5162, 0.5606, 4.0268], [0.6638, -0.4730, 4.5726], [-0.1518, 3.3063, 1.3441], [0.1423, 3.0615, 0.0476], [1.0083, 2.0409, -0.3400], [1.2944, 1.9027, -1.8133], [2.4058, 1.6791, -2.2578], [0.0883, 2.1199, -2.7099], [-0.1299, 1.3969, -3.8521], [0.8618, 0.3309, -4.3266], [0.7531, 0.0193, -5.8532], [2.1680, -0.2445, -6.4157], [2.6543, -1.6755, -6.1931], [1.6759, -2.5422, -6.7855], [1.9311, -3.8597, -6.6037], [1.0754, -4.7603, -7.4701], [2.7661, -4.2826, -5.8299], [-1.2813, 1.6438, -4.5800], [-2.1886, 2.5877, -4.1829], [-3.4803, 2.8617, -4.9199], [-4.5679, 1.9440, -4.1984], [-5.4719, 2.4536, -3.2636], [-4.6542, 0.5728, -4.4813], [-1.9255, 3.3333, -3.0451], [-2.8445, 4.2905, -2.6931], [-0.7967, 3.1167, -2.2956], [-0.4694, 3.8992, -1.0493], [-0.7071, 5.0846, -0.9143], [4.6799, -3.2234, 3.0463], [4.8130, -4.4096, 1.7697], [5.8087, -2.9037, 1.7336], [3.9365, -2.3700, 0.2048], [2.7689, -3.1194, 1.3331], [2.4854, -1.2062, 2.5239], [4.2144, -1.1414, 2.7994], [3.7673, 0.9279, 1.6971], [4.4875, -0.0671, 0.4552], [1.8995, -0.6955, 0.1796], [1.6298, 0.7995, 2.7100], [0.4108, 2.5333, 5.5594], [1.6313, 1.8287, 4.5428], [-0.4846, 0.5760, 5.8732], [-1.9261, -0.4439, 4.1920], [-2.2581, 1.2874, 4.3606], [-1.3416, 0.6239, 2.9493], [0.3143, -1.1671, 5.1398], [-0.8128, 4.1212, 1.6225], [1.8794, 0.6743, -4.1602], [0.6539, -0.5620, -3.7268], [0.1189, -0.8664, -5.9426], [0.3422, 0.8557, -6.4200], [2.8651, 0.5019, -6.0258], [2.1257, -0.0973, -7.5034], [2.8484, -1.8805, -5.1385], [3.5879, -1.8086, -6.7514], [0.0553, -4.3806, -7.4592], [1.1028, -5.7896, -7.1269], [1.4879, -4.7072, -8.4834], [-1.4888, 1.0783, -5.4807], [-3.8077, 3.8930, -4.7890], [-3.4469, 2.5483, -5.9667], [-5.1858, 2.1239, -2.4023], [-4.1376, 0.0692, -3.8422], [-2.9427, 4.2932, -1.7354], [-0.7343, 4.5602, 8.7109], [0.3081, 4.8112, 7.7863], [0.4440, 6.1809, 7.4193], [1.6830, 6.8046, 8.0327], [1.5468, 6.9703, 9.4751], [2.7931, 7.2792, 10.1764], [3.9569, 6.2929, 10.0773], [3.7510, 5.0601, 10.7450], [2.9756, 4.1115, 10.0368], [-0.8953, 3.4828, 8.7406], [-0.4656, 4.8879, 9.7200], [-1.6651, 5.0436, 8.4026], [-0.4553, 6.7540, 7.6647], [0.5530, 6.2019, 6.3317], [1.8542, 7.7841, 7.5764], [2.5319, 6.1583, 7.7758], [1.1673, 6.1211, 9.8699], [2.5394, 7.3817, 11.2343], [3.1415, 8.2611, 9.8395], [4.8077, 6.7556, 10.5839], [4.2803, 6.1206, 9.0439], [3.1494, 4.1585, 8.9590], [1.9123, 4.2366, 10.2559], [3.2622, 3.1199, 10.3887], [-4.6322, -9.1912, -4.1859], [-5.2414, -8.0944, -4.8411], [-5.5354, -6.9922, -3.9908], [-4.6043, -5.8228, -4.2492], [-3.2468, -6.1031, -3.7953], [-2.2352, -5.1623, -4.2744], [-2.0401, -4.9961, -5.7815], [-1.4731, -6.1200, -6.4367], [-2.3891, -7.1599, -6.7339], [-4.6653, -10.0404, -4.8672], [-3.5826, -8.9880, -3.9502], [-5.1694, -9.4568, -3.2715], [-5.5264, -7.2838, -2.9359], [-6.5547, -6.6776, -4.2301], [-4.9811, -4.9410, -3.7220], [-4.6384, -5.6139, -5.3258], [-2.9825, -7.0298, -4.0996], [-1.2804, -5.4885, -3.8545], [-2.4499, -4.1788, -3.8427], [-1.3184, -4.1861, -5.9164], [-2.9529, -4.6730, -6.2955], [-3.3785, -6.7772, -6.9939], [-2.4598, -7.8644, -5.9023], [-1.9974, -7.7118, -7.5890]]
}

=====

Which formula does entry 2 have?
C40H66BN3O13